#1
The following is a DFT calculation (the ωB97M-V functional and the def2-TZVPD basis) of 2 unconnected molecules or ions with the total composition CH5N2S2.

Computed properties:
Charge   +1
HOMO-LUMO gap (spin up / spin down)   6.582 / 6.633 eV

Each line ends with the Mulliken charge.
CARTESIAN COORDINATES (ANGSTROEM)
C  0.34516  -0.45955  0.12911  0.9090
N  -0.61444  -0.13685  0.98061  -0.2663
N  1.29572  -1.37545  0.46198  -0.4018
S  -1.40492  2.60089  -1.30925  -0.0565
S  0.48880  0.26017  -1.42772  -0.2166
H  -0.67901  -0.62906  1.80850  0.2252
H  -0.96331  0.77726  0.71849  0.1062
H  1.16679  -1.77304  1.34232  0.1959
H  2.17332  -1.67598  -0.11500  0.2655
H  -1.80812  2.41163  -2.58903  0.2393

=====

#2
The following is a DFT calculation (the ωB97M-V functional and the def2-TZVPD basis) of a gas-phase ion, CH5N2S2 (charge +1).

Computed properties:
Charge   +1
HOMO-LUMO gap   8.262 eV

Each line ends with the Mulliken charge.
CARTESIAN COORDINATES (ANGSTROEM)
C  -1.46136  -0.42520  0.58404  -0.0270
N  -2.48233  -0.31698  -0.13177  -0.1597
N  2.04586  -0.90036  0.21098  -0.4457
S  0.31880  1.54528  0.21874  -0.0684
S  0.46759  -0.49565  -0.38664  0.2305
H  -2.75325  -0.58539  -1.12504  0.2842
H  -3.26587  0.06348  0.36094  0.3151
H  2.03970  -0.75515  1.20650  0.3203
H  2.46061  -1.80914  -0.04896  0.2976
H  1.51421  1.90898  -0.25782  0.2530

=====

#3
The following is a DFT calculation (the ωB97M-V functional and the def2-TZVPD basis) of a gas-phase ion, CH5N2S2 (charge +1).

Computed properties:
Charge   +1
HOMO-LUMO gap   10.437 eV

Each line ends with the Mulliken charge.
CARTESIAN COORDINATES (ANGSTROEM)
N  -0.13144  -0.79983  -0.48450  -0.3375
C  0.02377  0.45008  -0.19432  0.7092
N  -1.02103  1.20785  -0.00577  -0.4088
S  1.63672  1.17341  -0.15392  0.0214
S  2.75764  -0.41692  0.12555  -0.1851
H  0.72916  -1.21978  -0.94074  0.2025
H  -1.01666  -1.09485  -0.78417  0.2458
H  -1.00199  1.82684  0.74725  0.2671
H  -1.96109  0.78276  -0.14225  0.2440
H  3.18701  -0.49581  -1.13064  0.2414

=====

Which structure is the least stable? The one labeled #2.

=====

#1
The following is a DFT calculation (the ωB97M-V functional and the def2-TZVPD basis) of a molecular structure, C21H14F3N4OSSe4V.

Computed properties:
Charge   -1
2S+1   4
HOMO-LUMO gap (spin up / spin down)   4.732 / 3.740 eV

Each line ends with the Mulliken charge.
CARTESIAN COORDINATES (ANGSTROEM)
V  -1.52712  0.24498  0.14117  0.3967
F  -1.34642  -4.47067  -1.96404  -0.2317
C  -0.59391  -4.61663  -0.85634  0.4122
F  0.68435  -4.42337  -1.22624  -0.2093
F  -0.68672  -5.92562  -0.51500  -0.3284
C  -1.02792  -3.72463  0.26440  -0.0141
C  -1.45519  -4.26875  1.46110  -0.1825
C  -1.89198  -3.42979  2.47689  -0.9823
C  -1.90508  -2.06903  2.24184  -0.3009
N  -1.49993  -1.53188  1.09665  0.3688
C  -1.03996  -2.32367  0.10102  0.7792
S  -0.50442  -1.46104  -1.27148  -0.4812
H  -1.45419  -5.34110  1.59648  0.4870
H  -2.22683  -3.82104  3.42521  0.4537
H  -2.24941  -1.38159  3.00421  0.3878
Se  -1.96356  1.99836  2.02703  -0.1865
Se  -3.27046  1.18377  3.74338  -0.1899
Se  -5.45990  0.70540  2.92492  -0.0198
Se  -5.56454  -1.45902  2.38309  -0.1804
N  -1.18035  1.69922  -0.96647  0.0978
C  -0.92067  2.59829  -1.63573  -0.1333
C  -0.65726  3.72781  -2.44336  0.3846
C  -1.66365  4.21825  -3.28635  -0.4194
C  -1.42264  5.33018  -4.06774  -0.5685
C  -0.18877  5.96609  -4.02349  -0.3219
C  0.81374  5.47587  -3.19678  -0.5659
C  0.58881  4.36358  -2.40959  -0.4121
H  -2.61801  3.71063  -3.31507  0.4623
H  -2.19798  5.70578  -4.72186  0.3718
H  -0.00577  6.84095  -4.63250  0.3830
H  1.77695  5.96731  -3.17348  0.3862
H  1.36621  3.97296  -1.76682  0.4890
O  -4.25160  -0.04692  -0.46295  -0.4756
N  -3.09966  0.10755  -0.23732  0.1065
C  0.95100  0.39932  1.14433  -1.6096
C  2.12614  -0.34317  1.13974  1.1409
C  2.30836  -1.44445  2.03247  -0.2643
C  3.51258  -2.08390  2.14951  -0.8916
C  4.61703  -1.67942  1.37561  0.3735
C  4.44396  -0.64735  0.43454  -0.6996
C  3.24087  -0.00726  0.31183  -0.6440
C  5.88527  -2.27606  1.56264  0.1372
N  6.92683  -2.74824  1.73379  -0.6320
H  0.87926  1.31295  0.56305  0.2989
H  0.23975  0.22089  1.93947  0.5525
H  1.46895  -1.76042  2.64185  0.3335
H  3.63418  -2.90203  2.84875  0.4003
H  5.28460  -0.35817  -0.18473  0.4030
H  3.12505  0.79508  -0.40762  0.3387

=====

#2
The following is a DFT calculation (the ωB97M-V functional and the def2-TZVPD basis) of a molecular structure, C21H14F3N4OSSe4V.

Computed properties:
Charge   -1
2S+1   4
HOMO-LUMO gap (spin up / spin down)   6.328 / 5.281 eV

Each line ends with the Mulliken charge.
CARTESIAN COORDINATES (ANGSTROEM)
V  0.88959  -0.33066  -0.07072  0.2892
F  1.78030  -3.22938  -5.65914  -0.2953
C  1.11751  -2.26032  -4.97948  0.6776
F  -0.09487  -2.16198  -5.57591  -0.2639
F  1.76264  -1.12218  -5.21935  -0.2264
C  0.98681  -2.61814  -3.52605  -0.1796
C  0.89701  -3.96325  -3.21169  -0.2036
C  0.74392  -4.37889  -1.89701  -1.1307
C  0.68032  -3.39966  -0.92478  -0.2971
N  0.74080  -2.10857  -1.22328  0.1157
C  0.89818  -1.66448  -2.49150  0.5420
S  0.95735  0.06618  -2.59023  -0.4721
H  0.96310  -4.69472  -4.00655  0.4316
H  0.68694  -5.42457  -1.63390  0.4215
H  0.56369  -3.63074  0.12721  0.5479
Se  2.52671  2.24464  4.12124  -0.2606
Se  4.08563  1.82664  2.57906  0.0262
Se  4.21144  -0.49823  2.31522  -0.1571
Se  3.56508  -0.72735  0.08208  -0.3543
N  1.02213  1.75969  0.32163  -0.0827
C  0.92558  2.90020  0.35389  -0.1038
C  0.80498  4.32970  0.39447  0.5876
C  1.24542  5.02688  1.51719  -0.1664
C  1.10829  6.40503  1.54739  -0.6295
C  0.53804  7.07330  0.47248  -0.3457
C  0.10572  6.37090  -0.64422  -0.5531
C  0.23632  4.99332  -0.69083  -0.4709
H  1.68175  4.48710  2.34760  0.2280
H  1.44822  6.95664  2.41372  0.3972
H  0.42785  8.14972  0.50587  0.3786
H  -0.33449  6.89569  -1.48155  0.3781
H  -0.09025  4.42804  -1.55320  0.5004
O  0.83853  -1.40055  2.67992  -0.4273
N  0.87383  -0.97093  1.59777  0.5345
C  -1.34133  -0.17542  -0.01377  -1.5612
C  -1.99825  -1.13254  0.86388  0.8461
C  -2.40773  -2.39678  0.39459  -0.4702
C  -3.00210  -3.32545  1.22236  -0.8213
C  -3.21667  -3.03021  2.57091  0.5317
C  -2.81098  -1.78733  3.06507  -0.7140
C  -2.21515  -0.86789  2.23010  -0.3113
C  -3.85817  -3.98047  3.42846  0.0606
N  -4.38023  -4.74630  4.11322  -0.5883
H  -1.56070  0.85775  0.26283  0.5385
H  -1.59316  -0.34818  -1.06135  0.3949
H  -2.25092  -2.63646  -0.65121  0.4226
H  -3.31341  -4.28604  0.83092  0.4298
H  -2.95878  -1.55668  4.11252  0.4173
H  -1.88649  0.08289  2.63414  0.3886

=====

Which structure is the least stable? The one labeled #1.

=====

#1
The following is a DFT calculation (the ωB97M-V functional and the def2-TZVPD basis) of 2 unconnected molecules or ions with the total composition C4H9N.

Computed properties:
Charge   0
HOMO-LUMO gap   10.805 eV

Each line ends with the Mulliken charge.
CARTESIAN COORDINATES (ANGSTROEM)
C  -2.23015  1.67490  -0.41610  -0.2528
N  -1.45104  1.17041  -1.25207  -0.3865
C  -1.36559  -0.21471  -1.33680  -0.4000
H  -2.30376  2.85552  -0.40820  0.1949
H  -2.66317  1.32680  0.50610  0.2611
H  -0.39072  -0.46960  -0.86536  -0.0227
H  -1.12034  -0.46666  -2.37512  0.3024
H  -2.04592  -0.97312  -0.83488  0.3123
C  2.90578  -0.77576  0.97459  -0.4744
C  1.59597  -0.83747  1.31562  -0.5540
H  3.49858  -0.16789  1.57862  0.2286
H  3.43966  -1.10196  0.04984  0.2421
H  1.20547  -0.76910  2.31688  0.2498
H  0.92523  -1.25136  0.74685  0.2992

=====

#2
The following is a DFT calculation (the ωB97M-V functional and the def2-TZVPD basis) of a single C4H9N molecule.

Computed properties:
Charge   0
HOMO-LUMO gap   9.570 eV

Each line ends with the Mulliken charge.
CARTESIAN COORDINATES (ANGSTROEM)
C  -0.69837  0.97424  -0.09728  -0.4623
C  -0.21594  0.22210  1.14889  -0.4392
C  0.62832  -0.95492  0.65973  -0.4404
N  0.60205  -0.95962  -0.79559  -0.4208
C  -0.28702  0.13708  -1.29658  -0.4694
H  -0.17894  1.93909  -0.11131  0.1926
H  -1.74970  1.22172  0.02277  0.3480
H  0.38240  0.81802  1.83008  0.2852
H  -1.05345  -0.14365  1.74521  0.2310
H  1.68080  -0.90744  0.97934  0.2308
H  0.28449  -1.89404  1.10247  0.2070
H  1.45987  -0.86853  -1.30554  0.2841
H  0.30106  0.66868  -2.04832  0.2404
H  -1.15557  -0.25272  -1.83386  0.2130

=====

Which structure is the least stable? The one labeled #1.

=====

#1
The following is a DFT calculation (the ωB97M-V functional and the def2-TZVPD basis) of a single C4H9N molecule.

Computed properties:
Charge   0
HOMO-LUMO gap   8.871 eV

Each line ends with the Mulliken charge.
CARTESIAN COORDINATES (ANGSTROEM)
C  -1.47584  -0.59563  -0.24017  -1.1939
C  -0.29620  0.20045  0.23309  0.4997
C  -0.57221  1.37782  1.17100  -1.3539
C  0.97859  0.03070  -0.12068  -0.1265
N  1.43072  -0.95622  -1.02782  -0.4971
H  -1.21206  -1.30867  -1.00031  0.3715
H  -1.96538  -1.08736  0.57334  0.3248
H  -2.09844  0.09717  -0.93066  0.2603
H  -0.35693  2.37884  0.83304  0.3215
H  -1.56300  1.26182  1.54846  0.3476
H  0.18421  1.42200  1.97304  0.3427
H  1.73884  0.80160  0.08765  0.3082
H  2.24599  -0.70871  -1.56355  0.2031
H  1.34327  -1.91603  -0.76201  0.1918

=====

#2
The following is a DFT calculation (the ωB97M-V functional and the def2-TZVPD basis) of a single C4H9N molecule.

Computed properties:
Charge   0
HOMO-LUMO gap   9.700 eV

Each line ends with the Mulliken charge.
CARTESIAN COORDINATES (ANGSTROEM)
C  1.77881  -0.00943  -0.00805  -0.9098
N  0.43222  0.01843  -0.50705  -0.1347
C  -0.49569  -1.04940  -0.07723  -0.4988
C  -1.59155  -0.04754  -0.04707  -0.4629
C  -0.49512  1.08636  -0.04980  -0.4376
H  2.20285  1.02588  -0.11863  0.3105
H  1.79459  -0.29025  1.05218  0.3515
H  2.41309  -0.75674  -0.53902  0.2510
H  -0.18598  -1.44507  0.89668  0.2440
H  -0.52751  -1.91353  -0.68605  0.3112
H  -2.20478  0.01227  -0.95470  0.2421
H  -2.15852  -0.12098  0.88154  0.2464
H  -0.31877  1.59445  0.95856  0.2552
H  -0.64363  1.89555  -0.80136  0.2319

=====

#3
The following is a DFT calculation (the ωB97M-V functional and the def2-TZVPD basis) of a molecular structure, C4H9N.

Computed properties:
Charge   0
HOMO-LUMO gap   5.928 eV

Each line ends with the Mulliken charge.
CARTESIAN COORDINATES (ANGSTROEM)
C  0.97042  -0.58283  -2.64931  -0.8959
N  -0.59505  -0.13805  -0.61618  -0.7019
C  -0.03534  0.21829  0.57977  0.0853
C  -0.59226  0.47429  2.98970  -0.6489
C  -0.64777  -0.14383  1.78151  -0.2164
H  0.63129  0.01304  -3.53081  0.2536
H  1.12869  -1.64162  -2.64182  0.2676
H  1.99074  -0.17871  -2.48748  0.2526
H  -1.15187  0.62936  -0.98315  0.3000
H  0.19454  -0.32013  -1.49276  0.1871
H  0.71020  1.01171  0.58969  0.3254
H  -1.27662  0.12686  3.75486  0.2644
H  0.19107  1.26779  3.18572  0.2314
H  -1.51805  -0.73619  1.52026  0.2958

=====

#4
The following is a DFT calculation (the ωB97M-V functional and the def2-TZVPD basis) of a single C4H9N molecule.

Computed properties:
Charge   0
HOMO-LUMO gap   8.886 eV

Each line ends with the Mulliken charge.
CARTESIAN COORDINATES (ANGSTROEM)
C  -2.26271  0.23761  -0.90458  -1.0638
C  -0.91201  -0.35351  -0.73335  -0.2013
C  -0.06323  0.01160  0.23056  -0.1730
N  1.18097  -0.64045  0.35773  -0.3334
C  2.17148  0.14304  1.08344  -0.8713
H  -2.64073  0.62110  -0.01168  0.3278
H  -2.35089  1.15813  -1.64331  0.2125
H  -2.93899  -0.70933  -1.06157  0.2714
H  -0.86564  -1.14268  -1.46426  0.2797
H  -0.22815  0.75007  0.96452  0.3995
H  1.45958  -1.02102  -0.50610  0.2558
H  3.23454  -0.04639  0.81480  0.3157
H  1.96416  1.18929  0.75507  0.3554
H  2.25161  -0.19746  2.11871  0.2250

=====

Which structure is the least stable? The one labeled #3.